[1]
2 unconnected molecules or ions with the total composition F2N6 in a non-equilibrium geometry, computed with ωB97M-V/def2-TZVPD.

Structure (XYZ):
```
8
Properties=species:S:1:pos:R:3:mulliken_charge:R:1
N -0.171 0.061 -2.132 -0.14
N -1.364 -0.230 -1.782 -0.05
N 0.516 0.311 -1.072 -0.24
N -1.446 -0.284 -0.528 -0.35
N -0.271 0.078 -0.088 0.61
N 0.560 -0.353 1.735 0.29
F 0.283 0.857 2.171 -0.05
F 1.894 -0.440 1.695 -0.08
```

Summary:
- expectation value of S² = 2.009
- 2S+1 = 3
- HOMO energy (spin up / spin down) (eV) = -11.32 / -11.78
- frontier orbital gap (spin up / spin down) (eV) = 12.330 / 6.449
- E_tot (eV) = -14364.540
- largest force on an atom (eV/A) = 3.9


[2]
A molecular structure, C48H43N8O3PRuS2 in a non-equilibrium geometry, computed with ωB97M-V/def2-TZVPD.

Structure (XYZ):
```
106
Properties=species:S:1:pos:R:3:mulliken_charge:R:1
Ru -0.165 -0.437 0.313 0.28
N 0.604 -1.244 2.600 -0.03
C 0.412 -2.617 2.880 -0.48
C 0.066 -3.070 4.148 -0.63
C -0.110 -4.425 4.372 -0.84
C 0.051 -5.333 3.335 -0.80
C 0.359 -4.879 2.063 -0.90
C 0.536 -3.519 1.830 0.60
P 0.821 -2.819 0.166 2.67
C -0.203 -3.917 -0.849 0.74
C -1.487 -3.488 -1.175 -0.04
C -2.326 -4.301 -1.917 -1.03
C -1.883 -5.544 -2.343 -0.67
C -0.607 -5.977 -2.012 -0.85
C 0.235 -5.171 -1.266 -0.80
C 2.553 -3.279 -0.147 0.67
C 3.015 -3.336 -1.462 -0.23
C 4.354 -3.592 -1.717 -0.94
C 5.244 -3.773 -0.669 -0.71
C 4.786 -3.732 0.643 -0.34
C 3.447 -3.489 0.905 -1.54
H 1.570 -1.043 2.320 0.45
H 0.371 -0.662 3.393 0.27
H -0.055 -2.357 4.956 0.49
H -0.361 -4.774 5.365 0.42
H -0.077 -6.392 3.514 0.46
H 0.440 -5.579 1.243 0.45
H -1.821 -2.504 -0.876 0.06
H -3.318 -3.954 -2.174 0.49
H -2.531 -6.170 -2.941 0.43
H -0.266 -6.948 -2.348 0.44
H 1.238 -5.508 -1.034 0.51
H 2.321 -3.201 -2.281 0.60
H 4.703 -3.652 -2.740 0.48
H 6.292 -3.957 -0.868 0.42
H 5.474 -3.895 1.463 0.47
H 3.094 -3.491 1.929 0.51
N -1.083 1.737 -0.706 0.40
C -2.201 1.783 -1.563 0.29
C -2.142 2.533 -2.733 -0.66
C -3.241 2.631 -3.565 -0.77
C -4.411 1.965 -3.230 -0.91
C -4.458 1.190 -2.085 -1.00
C -3.360 1.078 -1.231 0.32
C -3.422 0.187 -0.050 1.11
C -4.648 0.033 0.614 -0.74
C -4.819 -0.877 1.638 -1.23
C -3.765 -1.689 2.023 -1.27
C -2.536 -1.535 1.398 0.39
C -2.337 -0.576 0.399 0.92
H -0.342 2.359 -0.995 0.37
H -1.329 1.891 0.260 -0.23
H -1.221 3.054 -2.974 0.42
H -3.187 3.234 -4.461 0.44
H -5.279 2.043 -3.870 0.41
H -5.358 0.630 -1.870 0.50
H -5.480 0.663 0.327 0.61
H -5.785 -0.974 2.118 0.38
H -3.892 -2.432 2.801 0.51
H -1.734 -2.204 1.694 0.44
C -2.341 2.276 2.481 -1.07
C -0.857 2.296 2.582 0.53
N -0.009 1.431 2.050 1.08
C 1.253 1.815 2.458 -0.85
C 1.162 2.926 3.228 -1.09
N -0.179 3.231 3.304 0.18
C -0.735 4.459 3.851 -1.46
N -0.911 5.467 2.841 0.78
N -2.123 5.628 2.246 -0.46
N -2.024 6.474 1.305 -0.64
C -0.721 6.914 1.230 0.15
C -0.109 7.833 0.376 -0.68
C 1.241 8.042 0.543 -0.53
C 1.978 7.359 1.527 -0.64
C 1.388 6.459 2.387 -0.63
C 0.019 6.255 2.222 1.46
H -2.670 1.348 2.021 -0.11
H -2.717 3.126 1.910 0.31
H -2.793 2.332 3.473 0.65
H 2.136 1.270 2.181 0.60
H 1.914 3.505 3.734 0.50
H -0.062 4.828 4.622 0.50
H -1.712 4.262 4.283 0.28
H -0.687 8.353 -0.376 0.45
H 1.756 8.750 -0.092 0.39
H 3.040 7.549 1.610 0.39
H 1.963 5.946 3.146 0.32
O 0.592 -2.852 -3.659 -0.63
S 0.148 -1.489 -3.629 0.95
O -1.184 -1.190 -4.043 -0.68
N 0.426 -0.772 -2.114 0.02
C 1.422 0.079 -2.205 1.38
S 1.879 0.974 -0.845 -0.80
C 2.058 0.214 -3.521 -0.31
C 3.196 0.928 -3.862 -0.78
C 3.666 0.829 -5.164 -0.66
C 3.022 0.026 -6.100 -0.60
C 1.878 -0.687 -5.758 -0.79
C 1.409 -0.558 -4.470 0.36
H 3.709 1.525 -3.120 0.48
H 4.557 1.373 -5.449 0.43
H 3.426 -0.062 -7.099 0.43
H 1.377 -1.329 -6.471 0.51
O 3.331 -0.547 1.610 -0.83
H 3.119 -0.105 0.771 0.02
H 4.023 -1.191 1.424 0.34
```

Summary:
- expectation value of S² = 0.942
- 2S+1 = 2
- HOMO energy (spin up / spin down) (eV) = -10.13 / -10.16
- energy above the lowest of the compared OMol25 structures with the same formula, charge and spin (kJ/mol) = 291.0
- frontier orbital gap (spin up / spin down) (eV) = 6.098 / 6.770
- E_tot (eV) = -102072.338
- charge = +1
- largest force on an atom (eV/A) = 2.3


[3]
A molecular structure, C33H24Cl56FNO6 in a non-equilibrium geometry, computed with ωB97M-V/def2-TZVPD.

Structure (XYZ):
```
121
Properties=species:S:1:pos:R:3:mulliken_charge:R:1
C 0.445 -0.033 4.483 -0.66
C -0.167 1.124 3.569 0.61
O -1.341 1.506 3.849 -0.57
O 0.498 1.795 2.507 -0.22
C 1.217 0.872 1.641 0.11
C 0.997 1.148 0.069 0.42
C 1.869 0.202 -0.892 -0.03
C 1.974 -1.323 -0.409 -0.82
C 0.490 -1.974 -0.238 0.86
C 0.504 -3.278 0.711 -0.89
N -0.856 -3.788 1.062 0.35
C -1.482 -3.277 2.288 0.00
O -1.199 -3.467 3.490 -0.53
C -2.669 -2.392 1.700 0.00
C -3.626 -1.367 2.348 -0.65
C -4.699 -0.664 1.444 0.89
C -5.719 0.366 2.125 -0.81
C -5.379 1.911 1.862 0.25
F -5.503 2.621 3.131 -0.36
C -4.814 -0.931 -0.104 -0.44
C -3.855 -1.957 -0.750 0.05
C -3.812 -2.363 -2.303 -0.35
O -2.629 -1.681 -2.871 -0.18
O -2.376 -0.533 -2.172 -0.32
C -2.835 -2.662 0.178 0.83
C -1.743 -3.778 -0.112 -0.16
O -1.547 -4.535 -1.087 -0.45
H -0.417 -0.770 4.699 0.18
H 0.970 0.328 5.426 0.32
H 1.213 -0.646 3.878 0.24
H 0.920 -0.212 1.828 -0.05
H 2.341 1.007 1.848 0.02
H 1.095 2.254 -0.220 -0.30
H -0.112 0.881 -0.140 -0.10
H 1.427 0.299 -1.955 0.26
H 2.928 0.618 -0.939 -0.14
H 2.471 -1.906 -1.276 0.35
H 2.636 -1.491 0.508 0.30
H -0.262 -1.245 0.219 -0.05
H 0.152 -2.208 -1.319 -0.30
H 1.044 -4.135 0.155 0.09
H 1.112 -3.017 1.646 0.42
H -3.561 -1.156 3.476 0.30
H -6.748 0.154 1.643 0.34
H -5.840 0.107 3.241 0.38
H -6.199 2.356 1.180 -0.11
H -4.342 2.037 1.390 0.26
H -5.588 -0.406 -0.766 0.01
H -3.549 -3.483 -2.333 0.21
H -4.755 -2.095 -2.884 0.32
H -1.413 -0.314 -2.253 0.31
C 1.103 -5.255 -3.587 0.19
Cl 0.036 -3.837 -3.499 0.00
Cl 0.693 -6.389 -2.283 -0.08
Cl 0.896 -6.052 -5.164 -0.06
Cl 2.794 -4.735 -3.405 -0.11
C -2.255 -8.895 -5.109 0.28
Cl -1.300 -7.742 -4.155 0.05
Cl -1.973 -8.609 -6.840 -0.10
Cl -1.768 -10.554 -4.696 -0.10
Cl -3.982 -8.678 -4.748 -0.12
C -1.836 -6.981 5.401 0.26
Cl -1.271 -6.600 3.762 -0.05
Cl -1.219 -8.577 5.883 -0.06
Cl -1.241 -5.749 6.535 -0.09
Cl -3.613 -7.000 5.426 -0.08
C 2.328 -10.976 5.278 0.33
Cl 3.824 -10.629 6.172 -0.09
Cl 1.637 -9.458 4.668 -0.05
Cl 2.691 -12.053 3.912 -0.10
Cl 1.161 -11.765 6.360 -0.10
C -5.420 -8.454 8.689 0.31
Cl -5.773 -6.789 9.200 -0.10
Cl -6.475 -8.892 7.328 -0.10
Cl -3.722 -8.570 8.183 -0.02
Cl -5.712 -9.563 10.046 -0.11
C 6.060 2.981 -1.256 0.22
Cl 7.522 3.350 -0.314 -0.12
Cl 5.336 4.491 -1.848 0.00
Cl 6.490 1.950 -2.636 -0.10
Cl 4.894 2.132 -0.221 -0.04
C -4.392 -6.939 -9.846 0.30
Cl -4.265 -7.592 -8.199 -0.01
Cl -2.975 -5.923 -10.190 -0.10
Cl -4.456 -8.279 -11.011 -0.10
Cl -5.869 -5.960 -9.987 -0.10
C 2.074 5.452 0.332 0.20
Cl 3.728 5.888 0.821 0.01
Cl 2.108 4.728 -1.292 -0.14
Cl 1.396 4.283 1.489 0.04
Cl 1.064 6.914 0.311 -0.05
C 7.431 8.271 -0.920 0.07
Cl 7.417 6.529 -0.575 0.03
Cl 6.434 8.593 -2.354 0.15
Cl 6.770 9.155 0.473 -0.11
Cl 9.099 8.804 -1.222 -0.07
C 3.261 8.880 -4.795 0.12
Cl 2.828 10.519 -4.265 -0.07
Cl 2.252 8.421 -6.184 -0.10
Cl 4.974 8.844 -5.270 -0.01
Cl 2.991 7.735 -3.462 0.03
C 8.979 8.816 -5.766 0.29
Cl 7.856 10.192 -5.691 -0.09
Cl 8.574 7.649 -4.489 -0.04
Cl 8.844 8.029 -7.353 -0.09
Cl 10.642 9.395 -5.531 -0.10
C -8.130 3.199 -1.876 0.27
Cl -9.284 3.965 -0.765 -0.09
Cl -9.014 2.422 -3.206 -0.10
Cl -7.032 4.430 -2.532 -0.09
Cl -7.188 1.973 -0.997 -0.05
C 3.228 11.774 -0.417 0.25
Cl 4.706 10.836 -0.115 0.01
Cl 2.607 12.416 1.120 -0.11
Cl 3.595 13.121 -1.517 -0.10
Cl 2.003 10.722 -1.158 -0.07
C 2.114 6.427 5.357 0.27
Cl 1.020 7.825 5.435 -0.11
Cl 1.679 5.263 6.627 -0.11
Cl 1.968 5.649 3.765 0.05
Cl 3.788 6.971 5.600 -0.11
```

Summary:
- HOMO energy (eV) = -9.29
- frontier orbital gap (eV) = 8.178
- E_tot (eV) = -752343.234
- largest force on an atom (eV/A) = 5.0


[4]
A single C4H8N2 molecule, computed with ωB97M-V/def2-TZVPD.

Structure (XYZ):
```
14
Properties=species:S:1:pos:R:3:mulliken_charge:R:1
C -0.249 -0.952 1.237 -1.14
C -0.252 -0.058 0.049 0.99
C -0.865 -0.552 -1.211 -1.14
N 1.548 0.960 -0.244 -0.53
C 0.152 1.342 0.187 0.00
N -0.426 2.366 0.508 -0.72
H 0.398 -0.572 2.030 0.34
H 0.012 -1.984 0.981 0.35
H -1.277 -0.957 1.627 0.32
H -0.570 -1.582 -1.433 0.35
H -0.648 0.104 -2.056 0.33
H -1.954 -0.549 -1.056 0.32
H 1.874 1.405 -1.099 0.26
H 2.257 1.027 0.481 0.25
```

Summary:
- HOMO energy (eV) = -7.03
- energy above the lowest of the compared OMol25 structures with the same formula, charge and spin (kJ/mol) = 389.7
- frontier orbital gap (eV) = 6.625
- E_tot (eV) = -7253.836
- largest force on an atom (eV/A) = 0.6